Entry 1:
C6H9P | the ωB97M-V functional and the def2-TZVPD basis

Atoms and positions in Å:
C 0.3464 -0.6324 -0.1592
C 1.9661 1.0096 -0.8579
C 0.7271 0.7029 -0.7157
C -0.5816 -0.6931 0.9104
C -0.4017 1.6953 -1.1802
C -1.0551 -1.9349 1.4800
P -0.8583 0.7490 2.0234
H 0.6642 -1.5376 -0.6463
H 2.2172 2.0733 -1.2781
H 2.7233 0.2725 -0.5139
H -1.2620 1.0714 -0.8834
H -0.4264 1.6955 -2.3292
H -0.2988 2.6890 -0.6804
H -2.2026 -2.0533 1.3227
H -0.7770 -2.1139 2.5648
H -0.7808 -2.9934 0.9430

Properties
E_tot in Eh: -575.19692
Max |F| in hartree/bohr: 0.107

Here are the natural (NBO) charges for atoms 1 to 2, given in e: C -0.1656; C -0.3787

***

Entry 2:
C21H26FN3O4S | the ωB97M-V functional and the def2-TZVPD basis

Atoms and positions in Å:
C -4.0531 -3.9462 -2.0939
C -2.6230 -3.9143 -1.5786
O -2.4742 -2.7351 -0.8066
C -1.2786 -2.4862 -0.1990
C -0.1507 -3.2873 -0.2958
C 1.0136 -2.9314 0.3711
C 1.0336 -1.7963 1.1504
S 2.5518 -1.3087 1.9699
O 3.4636 -2.4155 1.9222
O 2.2373 -0.7297 3.2407
N 3.1903 -0.1087 1.0171
C 2.4924 1.1554 0.9988
C 3.4318 2.2194 0.4337
N 3.8405 1.8193 -0.8995
C 4.4860 2.8607 -1.6726
C 5.8272 3.3791 -1.1413
C 4.5655 0.5654 -0.8459
C 3.6357 -0.5142 -0.2928
C -0.0781 -0.9827 1.2688
C -1.2370 -1.3096 0.5831
N -2.3970 -0.5374 0.6321
C -2.4990 0.7770 0.9959
O -1.5788 1.4625 1.3729
C -3.9088 1.2772 0.8964
C -4.9616 0.5762 1.4775
C -6.2506 1.0760 1.4387
C -6.5107 2.2834 0.8104
C -5.4818 2.9939 0.2187
C -4.1948 2.4885 0.2746
F -3.2119 3.1744 -0.3292
H -4.2049 -4.8340 -2.7004
H -4.7511 -3.9622 -1.2611
H -4.2518 -3.0650 -2.6980
H -2.4214 -4.7961 -0.9567
H -1.9162 -3.9027 -2.4184
H -0.1636 -4.1862 -0.8905
H 1.9016 -3.5387 0.3090
H 2.2082 1.3869 2.0247
H 1.5922 1.1012 0.3697
H 2.9038 3.1725 0.3695
H 4.2897 2.3263 1.1176
H 3.7800 3.6939 -1.7360
H 4.6297 2.4664 -2.6832
H 6.5597 2.5774 -1.0910
H 6.2072 4.1498 -1.8068
H 5.7096 3.8093 -0.1501
H 4.8812 0.2961 -1.8563
H 5.4535 0.6220 -0.1949
H 4.1588 -1.4637 -0.1783
H 2.7812 -0.6421 -0.9758
H -0.0411 -0.1117 1.8996
H -3.1995 -0.9800 0.2036
H -4.7579 -0.3557 1.9843
H -7.0539 0.5245 1.9023
H -7.5164 2.6735 0.7803
H -5.6582 3.9333 -0.2809

Properties
Structure (SMILES): CCOc1ccc(S(=O)(=O)N2CCN(CC)CC2)cc1NC(=O)c1ccccc1F
E_tot in Eh: -1779.10973
Max |F| in hartree/bohr: 0.018

Here are the natural (NBO) charges for atoms 1 to 2, given in e: C -0.6192; C -0.0612

***

Entry 3:
C37H95F3N13O12P4S | the ωB97M-V functional and the def2-TZVPD basis

Atoms and positions in Å:
C -1.9120 12.3167 -21.0898
F -0.6094 12.5482 -20.8620
F -2.1613 12.5522 -22.3918
F -2.1570 11.0171 -20.8674
S -2.9786 13.3530 -20.0060
O -2.4418 14.6862 -19.8900
O -4.2665 13.3686 -20.6714
O -2.9643 12.6635 -18.7305
O -6.8584 8.5286 -23.7633
P -6.8226 9.7974 -23.0099
N -5.7328 10.8820 -23.6447
C -4.4900 10.3480 -24.1486
C -5.7360 12.3168 -23.4584
N -6.3858 9.5784 -21.4366
C -5.7855 8.3013 -21.0833
C -6.1056 10.7005 -20.5767
N -8.2392 10.6584 -22.9529
C -8.8356 11.0193 -24.2258
C -9.2129 10.4147 -21.9052
H -4.5903 9.2703 -24.2635
H -3.6412 10.6161 -23.5075
H -4.2695 10.7487 -25.1489
H -5.0298 12.5740 -22.6533
H -6.7047 12.6843 -23.1245
H -5.4282 12.8181 -24.3771
H -5.7874 8.2280 -19.9922
H -6.4090 7.4852 -21.4404
H -4.7763 8.2005 -21.4881
H -5.0358 10.7070 -20.3329
H -6.3462 11.6430 -21.0520
H -6.5866 10.4882 -19.6141
H -8.1168 11.5561 -24.8491
H -9.1768 10.1327 -24.7714
H -9.6681 11.7101 -24.0799
H -10.0126 9.7402 -22.2570
H -9.6995 11.3510 -21.6243
H -8.7713 9.8877 -21.0652
O 2.1558 16.4952 -25.6875
P 1.3611 16.6602 -24.4654
N 2.2079 16.8203 -23.0546
C 2.7846 15.6217 -22.4422
C 2.9379 18.0623 -22.8228
N 0.3677 15.3739 -24.1448
C -0.4031 15.2588 -22.9208
C 0.0555 14.4395 -25.2001
N 0.4115 18.0257 -24.5336
C -0.1498 18.6313 -23.3241
C -0.3317 18.3004 -25.7361
H 2.0343 15.0011 -21.9492
H 3.5291 15.8837 -21.6914
H 3.2631 14.9895 -23.2004
H 2.7650 18.4307 -21.8032
H 2.5786 18.8440 -23.4881
H 4.0117 17.8952 -22.9456
H -0.5152 14.2086 -22.6577
H 0.0907 15.7615 -22.0962
H -1.4045 15.6819 -23.0676
H -1.0335 14.3111 -25.2702
H 0.4431 14.8019 -26.1471
H 0.4600 13.4440 -24.9762
H 0.3500 18.2542 -22.4374
H -0.1094 19.7184 -23.4113
H -1.2001 18.3507 -23.1564
H -0.9162 19.2145 -25.6168
H -0.9970 17.4938 -26.0639
H 0.3327 18.5520 -26.5720
O 3.3605 10.6554 -16.8476
P 2.6719 11.3277 -17.9568
N 3.3120 10.9035 -19.4358
C 4.7207 10.5230 -19.4814
C 2.6866 11.1526 -20.7136
N 2.7334 12.9838 -17.8539
C 2.1133 13.8781 -18.8072
C 3.6588 13.5607 -16.8893
N 1.0714 10.9780 -18.2130
C 0.0388 11.6123 -17.4060
C 0.7223 9.6004 -18.5733
H 4.9453 9.5724 -18.9965
H 5.3258 11.2896 -18.9747
H 5.0799 10.5012 -20.5087
H 2.9405 12.1483 -21.1070
H 1.6008 11.1291 -20.6194
H 2.9914 10.4054 -21.4466
H 1.7758 14.7835 -18.2911
H 2.8090 14.1587 -19.6052
H 1.1793 13.4838 -19.2121
H 3.3570 13.3220 -15.8677
H 4.6853 13.2371 -17.0618
H 3.6000 14.6483 -16.9663
H -0.0554 11.2556 -16.3746
H 0.1215 12.6949 -17.4838
H -0.9167 11.4150 -17.9024
H -0.1109 9.6188 -19.2798
H 0.4851 9.0259 -17.6765
H 1.5618 9.1481 -19.1009
O -1.4828 18.0305 -18.3988
P -0.3190 17.9202 -17.5158
N -0.3175 16.5499 -16.6029
C 0.8553 16.1790 -15.7978
C -1.0802 15.4134 -17.0780
N -0.0691 19.1798 -16.4593
C -0.3019 20.4974 -17.0281
C -0.1723 19.1275 -15.0194
N 1.1161 17.8589 -18.3779
C 2.3056 18.6519 -18.1452
C 1.0091 17.2815 -19.7122
H 1.3752 15.3329 -16.2498
H 0.4788 15.8457 -14.8238
H 1.4809 17.0539 -15.6568
H -0.9875 14.5914 -16.3694
H -0.7829 15.0553 -18.0741
H -2.1193 15.6801 -17.2726
H -1.2672 20.5885 -17.5393
H -0.2278 21.2754 -16.2706
H 0.4215 20.7651 -17.8102
H 0.0872 18.1411 -14.6508
H 0.4892 19.8576 -14.5439
H -1.1836 19.3520 -14.6507
H 2.6719 18.5135 -17.1263
H 3.0906 18.2980 -18.8150
H 2.1661 19.7233 -18.3244
H 1.9708 16.8740 -20.0159
H 0.6956 18.0788 -20.4018
H 0.1980 16.5542 -19.7719
O -1.7453 7.8171 -15.2837
C -2.2809 8.6872 -15.9031
O -2.4639 8.6043 -17.2453
C -3.3775 9.6463 -17.6832
C -3.9502 10.2958 -16.4120
C -2.8660 10.0024 -15.3761
H -4.1806 9.3021 -18.3300
H -2.7777 10.3827 -18.2142
H -4.9054 9.8515 -16.1366
H -4.0357 11.3650 -16.6052
H -3.1306 9.8066 -14.3402
H -2.0411 10.7173 -15.3653
O -2.6186 16.8728 -23.6981
C -2.8058 16.0188 -24.5010
O -2.7534 16.2790 -25.8384
C -3.0300 15.0892 -26.6114
C -2.8896 13.9459 -25.6233
C -3.2773 14.5895 -24.3033
H -2.2981 15.0426 -27.4149
H -4.0319 15.2060 -27.0295
H -1.8446 13.6341 -25.6195
H -3.5012 13.0785 -25.8698
H -2.8349 14.1116 -23.4318
H -4.3565 14.6194 -24.1615
C -8.2214 15.1936 -20.3797
C -7.0811 16.1960 -20.1059
C -6.5623 16.0172 -18.6912
O -5.6473 17.0380 -18.4433
C -5.0575 16.9847 -17.1687
N -5.9531 16.0257 -21.0301
H -8.5404 15.2946 -21.4159
H -9.0793 15.4272 -19.7369
H -7.8825 14.1855 -20.1400
H -7.3931 17.2315 -20.2671
H -6.0316 15.0532 -18.6427
H -7.3742 16.0759 -17.9536
H -5.7987 17.0520 -16.3620
H -4.2724 17.7343 -17.1796
H -4.5659 16.0029 -17.0391
H -5.5782 15.0795 -20.9467
H -6.2790 16.0899 -21.9904

Properties
Charge: -1
E_tot in Eh: -5144.98058
Max |F| in hartree/bohr: 0.058

Here are the Löwdin charges for atoms 1 to 2, given in e: C -0.6356; F 0.1102

***

Repeat the first record exactly.
C6H9P | the ωB97M-V functional and the def2-TZVPD basis

Atoms and positions in Å:
C 0.3464 -0.6324 -0.1592
C 1.9661 1.0096 -0.8579
C 0.7271 0.7029 -0.7157
C -0.5816 -0.6931 0.9104
C -0.4017 1.6953 -1.1802
C -1.0551 -1.9349 1.4800
P -0.8583 0.7490 2.0234
H 0.6642 -1.5376 -0.6463
H 2.2172 2.0733 -1.2781
H 2.7233 0.2725 -0.5139
H -1.2620 1.0714 -0.8834
H -0.4264 1.6955 -2.3292
H -0.2988 2.6890 -0.6804
H -2.2026 -2.0533 1.3227
H -0.7770 -2.1139 2.5648
H -0.7808 -2.9934 0.9430

Properties
E_tot in Eh: -575.19692
Max |F| in hartree/bohr: 0.107

Here are the natural (NBO) charges for atoms 1 to 2, given in e: C -0.1656; C -0.3787